Arrangement i

CH9N3O2 | ωB97M-V/def2-TZVPD

Positions of all 15 atoms, in Å:
H (-0.84, 1.20, 1.26)
N (1.54, -1.62, -0.09)
H (-1.20, -0.43, -0.98)
C (0.50, -0.82, -0.70)
H (-1.16, 2.72, -0.75)
H (2.16, -0.90, 0.36)
H (-1.08, -1.31, 0.51)
H (1.20, -2.34, 0.57)
H (-0.71, 0.96, 2.92)
O (-0.87, 1.85, -0.27)
N (0.73, 0.04, -1.59)
H (-0.20, 1.43, -0.91)
H (1.61, -0.27, -2.03)
N (-0.80, -1.12, -0.40)
O (-0.87, 0.62, 2.08)

Output
SMILES = N=C(N)N.O.O
2S+1 = 1
E_HOMO = -9.541 eV
Gap between HOMO and LUMO = 0.3805 Eh
Lowest unoccupied orbital energy = 0.812 eV
Total charge = 0

---

Arrangement ii

CH9N3O2 | ωB97M-V/def2-TZVPD

Positions of all 15 atoms, in Å:
N (-1.43, -0.42, 1.56)
N (0.60, 2.90, -0.87)
H (-0.76, -3.54, 0.55)
H (0.29, -2.34, -0.02)
H (1.77, -1.94, -1.39)
H (-0.96, -1.30, 1.26)
H (1.21, 2.79, -1.67)
O (1.32, -1.59, -0.61)
N (0.06, 0.64, 0.10)
C (-1.04, 0.61, 0.89)
H (0.54, -0.23, -0.17)
O (-0.65, -2.60, 0.41)
H (0.28, 3.86, -0.75)
H (0.23, 1.58, -0.43)
H (-1.45, 1.58, 1.14)

Output
2S+1 = 1
E_HOMO = -9.189 eV
Gap between HOMO and LUMO = 0.1588 Eh
Lowest unoccupied orbital energy = -4.868 eV
Total charge = 0

---

Arrangement iii

CH9N3O2 | ωB97M-V/def2-TZVPD

Positions of all 15 atoms, in Å:
O (0.73, 0.97, 1.96)
N (-1.14, -1.33, -1.87)
H (0.33, -1.22, 0.07)
H (-0.13, 0.44, -1.87)
H (0.30, 0.44, 0.32)
N (-0.25, -0.39, 0.02)
O (2.91, -0.09, 1.55)
H (-2.46, 0.43, -0.18)
N (-2.04, 0.75, -1.05)
H (2.91, -1.01, 1.83)
C (-0.89, -0.10, -1.28)
H (-2.74, 0.54, -1.76)
H (-0.86, -1.36, -2.85)
H (0.70, 1.62, 2.67)
H (1.98, 0.35, 1.65)

Output
2S+1 = 1
E_HOMO = -8.736 eV
Gap between HOMO and LUMO = 0.1467 Eh
Lowest unoccupied orbital energy = -4.743 eV
Total charge = 0

---

Energy above the most stable structure, in kJ/mol: arrangement i 0.0; arrangement ii 706.7; arrangement iii 688.5

---

Arrangement i

C6H16NO | ωB97M-V/def2-TZVPD

Positions of all 24 atoms, in Å:
H (0.83, -5.18, -0.21)
H (-1.50, 0.60, -0.70)
H (-0.82, -2.74, 0.46)
C (0.43, 1.53, -0.54)
H (1.83, 2.72, -1.58)
C (0.41, 2.41, 0.69)
H (-0.72, 2.77, 2.47)
H (0.37, -5.09, -1.67)
C (1.10, 1.91, -1.62)
H (-0.20, -0.25, -1.51)
C (-0.31, -0.62, 0.61)
C (-0.98, 2.46, 1.45)
N (-0.11, -2.10, 0.11)
H (1.17, 2.16, 1.42)
H (0.64, -0.48, 1.11)
H (0.48, 3.45, 0.37)
H (-1.17, -0.68, 1.27)
H (1.17, 1.40, -2.57)
H (-0.18, -2.13, -0.91)
H (0.83, -2.39, 0.27)
O (0.24, -4.69, -0.80)
H (-1.40, 1.47, 1.52)
H (-1.66, 3.17, 0.99)
C (-0.45, 0.31, -0.61)

Output
2S+1 = 1
E_HOMO = -12.784 eV
Gap between HOMO and LUMO = 0.3455 Eh
Lowest unoccupied orbital energy = -3.383 eV
Total charge = +1

---

Arrangement ii

C6H16NO | ωB97M-V/def2-TZVPD

Positions of all 24 atoms, in Å:
H (-0.35, 0.12, 3.52)
C (-0.24, 0.49, 2.50)
H (0.58, -1.48, -1.31)
O (3.31, 1.38, -1.10)
H (-0.51, -0.58, -2.13)
H (1.76, 0.13, -2.68)
C (-1.98, -0.01, 0.74)
H (-2.26, 1.04, 0.70)
H (0.83, 0.48, 2.25)
C (-1.00, -0.40, 1.55)
H (-2.41, -1.98, -0.01)
H (-2.74, -0.68, -1.19)
H (-0.27, -0.30, -0.51)
N (0.21, -0.54, -1.40)
C (1.29, 0.45, -1.76)
H (-3.81, -0.93, 0.15)
C (2.31, 0.52, -0.63)
H (0.80, 1.42, -1.90)
C (-2.76, -0.95, -0.13)
H (-0.78, -1.46, 1.59)
H (4.07, 1.35, -0.51)
H (1.84, 0.89, 0.28)
H (-0.59, 1.52, 2.43)
H (2.70, -0.49, -0.44)

Output
2S+1 = 1
E_HOMO = -13.498 eV
Gap between HOMO and LUMO = 0.3748 Eh
Lowest unoccupied orbital energy = -3.298 eV
Total charge = +1

---

Arrangement iii

C6H16NO | ωB97M-V/def2-TZVPD

Positions of all 24 atoms, in Å:
O (-2.05, -0.81, 0.08)
H (4.19, 0.06, 1.12)
C (-1.15, -0.70, -1.02)
H (-1.76, -1.50, 0.70)
H (2.05, 1.83, 0.92)
C (1.74, 1.24, 0.05)
H (2.59, 0.05, -1.49)
H (0.79, -1.57, -0.51)
H (-4.00, 0.52, 1.19)
C (3.65, -0.45, 0.33)
H (-1.34, -1.51, -1.73)
H (-5.08, 1.37, 0.23)
H (-0.30, 1.02, 0.67)
H (-1.45, 0.28, -1.38)
C (2.95, 0.55, -0.58)
N (-4.86, 0.50, 0.68)
H (4.29, -1.11, -0.25)
H (3.61, 1.35, -0.88)
H (2.90, -1.12, 0.77)
H (1.34, 2.01, -0.61)
C (0.53, 0.34, 0.52)
C (0.20, -0.65, -0.43)
H (0.75, -0.09, 1.49)
H (-5.63, 0.19, 1.26)

Output
2S+1 = 1
E_HOMO = -12.258 eV
Gap between HOMO and LUMO = 0.1822 Eh
Lowest unoccupied orbital energy = -7.300 eV
Total charge = +1

---

Energy above the most stable structure, in kJ/mol: arrangement i 13.5; arrangement ii 0.0; arrangement iii 257.1

---

Arrangement i

C2H4N3O | ωB97M-V/def2-TZVPD

Positions of all 10 atoms, in Å:
N (-0.94, -0.02, -0.08)
H (2.12, 1.40, 0.13)
C (1.31, 0.67, -0.04)
N (1.86, -0.38, -0.20)
H (0.25, -1.68, 0.20)
N (-0.01, 1.03, -0.13)
O (-2.06, 0.42, -0.12)
H (-0.40, 1.81, 0.28)
C (-0.66, -1.29, 0.05)
H (-1.47, -1.97, -0.10)

Output
2S+1 = 1
E_HOMO (alpha / beta) = -16.226 / -15.313 eV
Gap between HOMO and LUMO (alpha / beta) = 0.3687 / 0.2302 Eh
Lowest unoccupied orbital energy (alpha / beta) = -6.195 / -9.050 eV
Total charge = +1

---

Arrangement ii

C2H4N3O | ωB97M-V/def2-TZVPD

Positions of all 10 atoms, in Å:
H (1.78, 1.02, -0.33)
C (0.26, 0.64, 0.96)
O (-1.52, -1.52, -1.08)
H (-1.48, -0.47, 1.64)
H (0.48, -0.54, -2.01)
N (0.28, -0.15, -1.04)
N (-0.71, -0.71, -0.48)
C (-0.75, -0.26, 0.83)
H (0.76, 1.23, 1.74)
N (0.89, 0.76, -0.24)

Output
SMILES = O=[n+]1cc[nH][nH]1
2S+1 = 1
E_HOMO (alpha / beta) = -15.170 / -15.169 eV
Gap between HOMO and LUMO (alpha / beta) = 0.3576 / 0.3575 Eh
Lowest unoccupied orbital energy (alpha / beta) = -5.441 / -5.441 eV
Total charge = +1

---

Arrangement iii

C2H4N3O | ωB97M-V/def2-TZVPD

Positions of all 10 atoms, in Å:
N (-0.93, 0.29, -0.67)
H (-1.13, -0.44, -1.34)
C (-1.81, 0.54, 0.17)
C (0.64, 0.11, 0.03)
O (-2.51, 0.88, 0.99)
N (0.86, 1.09, 0.66)
H (0.51, -1.71, -0.82)
N (1.14, -1.08, -0.30)
H (1.37, 1.85, 1.03)
H (1.87, -1.52, 0.24)

Output
SMILES = [H]/N=C(\N)[NH+]=C=O
2S+1 = 1
E_HOMO = -15.550 eV
Gap between HOMO and LUMO = 0.3944 Eh
Lowest unoccupied orbital energy = -4.818 eV
Total charge = +1

---

Energy above the most stable structure, in kJ/mol: arrangement i 572.7; arrangement ii 255.9; arrangement iii 0.0

---

Arrangement i

C4H32BO24 | ωB97M-V/def2-TZVPD

Positions of all 61 atoms, in Å:
H (-0.93, 2.77, 1.00)
O (0.54, -0.66, -2.14)
H (-2.88, -0.53, -0.17)
B (0.74, -1.05, -0.72)
C (1.94, -0.01, 0.79)
H (-1.26, -1.25, 2.67)
O (-1.09, 1.27, -4.07)
O (-0.14, -1.75, -3.84)
O (1.61, 1.49, -3.79)
O (-1.08, -0.90, 3.58)
H (-1.41, -4.30, -1.52)
O (0.49, -2.53, -0.70)
H (-2.27, -3.06, 1.43)
H (-2.36, -0.68, -6.44)
C (0.42, -1.73, -2.77)
H (1.56, -3.00, 3.01)
O (-2.35, -3.22, -4.15)
H (-1.91, 2.98, 0.05)
O (-0.09, -0.36, 0.27)
H (0.98, 4.14, 2.63)
H (-3.75, 0.66, 0.21)
O (-2.32, -0.94, -5.52)
H (0.84, 2.61, 2.67)
O (-1.51, 3.48, 0.75)
O (3.42, 3.51, 0.81)
H (-1.56, -3.26, -3.73)
H (-0.17, -1.16, 3.71)
H (-1.58, -0.46, -5.14)
H (-1.40, -2.38, 0.42)
O (3.99, 1.67, 3.54)
O (1.28, 0.57, 4.61)
H (-2.89, -4.94, -1.44)
H (2.64, -1.90, 3.27)
C (0.58, 0.28, 1.06)
H (-1.32, 2.57, 4.58)
H (2.02, 0.87, 4.11)
H (1.78, 1.68, -2.87)
H (2.79, 2.93, 0.43)
H (-0.23, 1.48, 4.31)
O (-1.76, -2.29, 1.30)
H (-1.19, 1.70, -4.93)
H (1.78, 0.52, -3.90)
H (-2.16, -2.45, -4.73)
O (-3.07, 0.10, 0.56)
O (2.86, 0.41, 1.47)
O (-2.36, -4.11, -1.34)
O (0.17, -4.05, -2.25)
C (0.39, -2.88, -1.88)
O (0.18, 1.29, 1.69)
H (-1.81, 1.20, -1.04)
O (2.11, -0.70, -0.22)
O (-1.59, 1.97, -1.51)
O (1.08, 3.38, 3.22)
H (1.77, 0.36, 5.41)
H (-1.54, 1.79, -2.49)
H (3.63, 4.19, 0.15)
H (3.82, 1.32, 2.72)
O (-1.16, 1.65, 4.45)
H (4.11, 2.59, 3.28)
H (-0.14, 1.19, -3.89)
O (1.72, -2.07, 3.03)

Output
2S+1 = 1
E_HOMO = -6.496 eV
Gap between HOMO and LUMO = 0.3017 Eh
Lowest unoccupied orbital energy = 1.713 eV
Total charge = -1

---

Arrangement ii

C4H32BO24 | ωB97M-V/def2-TZVPD

Positions of all 61 atoms, in Å:
H (2.00, -3.21, -2.90)
H (-1.40, 3.79, -0.63)
H (-1.26, -6.79, 0.96)
O (-0.29, 3.48, 3.76)
O (-0.40, -2.63, 3.57)
O (-1.17, -5.15, 3.11)
H (-1.49, 2.29, 1.29)
H (-2.74, 4.26, -1.15)
O (-0.87, 1.73, -3.39)
O (2.14, 2.78, -3.54)
H (-0.79, -5.47, 2.29)
H (0.70, 5.35, 0.15)
O (0.70, -1.15, 1.22)
C (0.81, 1.81, -0.45)
O (-1.77, 4.27, -1.41)
O (-0.36, -6.62, 0.75)
H (0.12, -2.85, 2.79)
H (-0.34, -2.26, -2.62)
O (1.97, 0.96, 1.21)
H (1.76, 3.12, -2.76)
H (-0.74, -4.33, 3.31)
O (1.60, 5.75, 0.16)
O (-2.43, 0.25, -1.15)
O (0.44, 0.64, -0.43)
C (1.63, 2.00, 0.70)
H (-1.35, -1.97, 0.73)
H (-0.25, 2.00, -2.71)
H (-2.79, 1.11, -1.18)
H (-0.43, 1.43, -4.19)
O (0.78, -3.30, 1.19)
H (-0.38, -5.78, 0.29)
H (1.21, -0.39, -2.81)
O (2.20, -2.72, -1.33)
H (-0.40, 0.51, 2.86)
O (2.02, 0.03, -3.05)
O (-0.13, -1.34, -2.70)
H (-0.69, -1.16, -3.47)
C (1.13, -2.25, 0.74)
H (-1.71, 0.14, 0.61)
H (1.64, -4.49, -3.38)
H (-1.13, 3.20, 4.10)
H (-1.63, 0.26, -1.67)
O (1.58, -3.58, -3.69)
H (-0.24, 1.65, 3.70)
H (-2.17, -0.02, 2.09)
O (-1.36, 3.23, 1.11)
O (-1.57, 0.45, 1.51)
H (2.64, -0.47, -2.49)
H (2.21, 5.07, 0.49)
H (0.03, -1.92, 4.03)
O (1.84, 3.02, 1.25)
O (0.49, 2.67, -1.29)
O (-0.06, 0.71, 3.72)
H (-2.13, 3.70, 1.40)
H (2.13, 1.81, -3.50)
B (1.39, -0.11, 0.44)
H (-2.54, -2.08, -0.28)
O (-2.09, -2.46, 0.46)
H (-0.50, 3.79, 2.89)
C (2.06, -2.00, -0.34)
O (2.39, -0.78, -0.36)

Output
2S+1 = 1
E_HOMO = -7.896 eV
Gap between HOMO and LUMO = 0.3466 Eh
Lowest unoccupied orbital energy = 1.534 eV
Total charge = -1

---

Energy above the most stable structure, in kJ/mol: arrangement i 106.0; arrangement ii 0.0

---

Arrangement i

C4H10NO3 | ωB97M-V/def2-TZVPD

Positions of all 18 atoms, in Å:
H (3.84, -0.85, -0.75)
O (3.92, -0.26, 1.12)
C (3.24, -0.44, 0.08)
H (-0.33, -0.29, -2.44)
C (-1.81, -0.52, -0.13)
H (-3.38, 0.28, 0.85)
H (-1.89, 0.27, 1.70)
O (2.06, -0.30, -0.15)
H (-2.04, -1.41, -0.80)
O (-0.46, 1.43, 0.28)
H (0.17, 1.24, -1.88)
N (-0.02, 0.32, -1.60)
H (-1.17, 1.85, 0.78)
H (3.35, -0.20, 1.92)
C (-2.56, -0.33, 1.16)
H (-2.78, -1.26, 1.60)
C (-0.96, 0.40, -0.48)
H (0.83, 0.08, -1.28)

Output
2S+1 = 1
E_HOMO = -13.745 eV
Gap between HOMO and LUMO = 0.3925 Eh
Lowest unoccupied orbital energy = -3.064 eV
Total charge = +1

---

Arrangement ii

C4H10NO3 | ωB97M-V/def2-TZVPD

Positions of all 18 atoms, in Å:
C (0.44, 0.40, 0.46)
H (3.28, -0.06, 0.27)
H (-3.87, -1.46, 0.16)
H (-0.15, -0.42, 0.84)
C (-3.15, -0.63, 0.22)
O (-2.81, -0.12, -0.82)
H (0.25, 1.94, -1.03)
O (-2.62, -0.48, 1.40)
H (4.70, -0.55, 0.89)
C (1.25, 0.02, -0.83)
H (2.85, 0.70, -1.84)
H (-1.12, 0.75, -1.09)
H (-3.38, 0.21, 1.33)
N (2.42, 0.59, -0.91)
H (0.91, 1.03, 1.21)
C (-0.05, 0.91, -0.86)
O (3.74, -0.55, 0.97)
H (1.07, -0.97, -1.24)

Output
2S+1 = 1
E_HOMO = -14.900 eV
Gap between HOMO and LUMO = 0.2310 Eh
Lowest unoccupied orbital energy = -8.615 eV
Total charge = +1

---

Energy above the most stable structure, in kJ/mol: arrangement i 0.0; arrangement ii 630.9